(1)
The following is a DFT calculation (the ωB97M-V functional and the def2-TZVPD basis) of a molecular structure, C3H4LiO5Sn in a non-equilibrium geometry.

**Kohn-Sham gap (alpha / beta)**: 4.87 / 8.43 eV
**E_tot**: -714.72510 hartree
**ΔE to the lowest compared entry with this formula, charge and spin**: 0.1648 eV
**⟨S²⟩**: 0.758
**E_HOMO (alpha / beta)**: -0.205 / -0.336 Eh
**LUMO level (alpha / beta)**: -0.702 / -0.716 eV
**Spin multiplicity**: 2

The geometry in XYZ format:
```
14
Properties=species:S:1:pos:R:3:nbo_charge:R:1
O -2.3285 -1.4144 0.9332 -0.697
C -1.2789 -0.4984 0.8430 -0.239
C -1.6141 0.7365 0.0975 0.430
O -0.7990 1.6170 -0.1737 -0.693
H -2.8583 -1.2382 1.7162 0.472
H -0.8321 -0.2396 1.8179 0.192
H -2.5910 0.7430 -0.4263 0.160
Sn 1.0441 2.0480 0.3045 0.822
O 0.7201 -0.6811 -1.4448 -0.749
C 1.8918 -0.2960 -1.2208 0.951
O 2.1187 0.7299 -0.3984 -1.043
O 2.9465 -0.8864 -1.6248 -0.867
Li 3.9898 0.3237 -0.5866 0.959
H -0.4091 -0.9440 0.1631 0.302
```



(2)
The following is a DFT calculation (the ωB97M-V functional and the def2-TZVPD basis) of a molecular structure, C3H4MgMnO4 in a non-equilibrium geometry.

**Kohn-Sham gap (alpha / beta)**: 4.72 / 4.22 eV
**E_tot**: -1768.35658 hartree
**⟨S²⟩**: 12.026
**E_HOMO (alpha / beta)**: -0.409 / -0.431 Eh
**Charge**: +1
**LUMO level (alpha / beta)**: -6.399 / -7.499 eV
**Spin multiplicity**: 7

The geometry in XYZ format:
```
13
Properties=species:S:1:pos:R:3:nbo_charge:R:1
O 1.8819 0.8173 -0.7760 -0.905
C 1.1606 -0.3062 -1.0706 0.240
O 1.3376 -1.3473 -0.1212 -0.537
C 1.0084 -0.9599 1.2423 -0.626
Mn 1.8727 0.9215 1.0996 1.367
H 1.4573 -0.7501 -2.0386 0.197
H 1.4531 -1.7352 1.8838 0.217
H -0.0910 -1.0294 1.3670 0.186
H -0.0004 -0.0516 -1.0943 0.108
O -2.4879 0.2112 0.5718 -0.779
C -1.7137 0.7821 -0.2214 0.785
O -2.0006 1.8224 -0.8461 -0.774
Mg -3.8780 1.6252 0.0034 1.521
```



(3)
The following is a DFT calculation (the ωB97M-V functional and the def2-TZVPD basis) of a molecular structure, C3H4MgNaO3 in a non-equilibrium geometry.

**Kohn-Sham gap (alpha / beta)**: 6.39 / 6.39 eV
**E_tot**: -704.52696 hartree
**ΔE to the lowest compared entry with this formula, charge and spin**: 3.3558 eV
**E_HOMO (alpha / beta)**: -0.406 / -0.406 Eh
**Charge**: +1
**LUMO level (alpha / beta)**: -4.667 / -4.667 eV

The geometry in XYZ format:
```
12
Properties=species:S:1:pos:R:3:nbo_charge:R:1
H 3.3345 -2.0294 1.1050 0.154
O 2.1973 -1.9727 -0.5821 -0.620
O -1.0409 0.0789 -1.1632 -0.690
C 2.7983 -1.4263 0.3473 0.317
C -1.1297 0.6825 -0.1121 0.167
H 3.0039 -0.3362 0.3149 0.151
Na 0.1387 -1.8863 -1.7789 0.978
Mg -1.4194 2.5907 1.1341 1.460
O 0.0740 1.6517 1.8219 -1.000
C 0.0223 0.4371 1.1357 -0.241
H 1.0704 0.1072 1.2864 0.182
H -0.4013 -0.5247 1.5027 0.142
```